170
Properties=species:S:1:pos:R:3:forces:R:3 method="wB97M-V/def2-TZVPD" total_charge=0 lumo_ev=0.55 homo_ev=-8.90 smiles=COC[C@H](C)N.COC[C@H](C)N.COC[C@H](C)N.COC[C@H](C)N.COC[C@H](C)N.COC[C@H](C)N.COC[C@H](C)N.COC[C@H](C)N.COC[C@H](C)N.COC[C@H](C)N gap_ev=9.451 de_lowest_kcal_mol=71.2 spin_multiplicity=1 total_energy_ha=-2889.69778
C -5.05224 3.31846 1.60126 0.3093 -0.9647 1.2904
O -5.33757 2.49512 2.77179 -0.1865 0.5982 -1.1001
C -6.18049 1.40165 2.38299 0.7520 1.1311 -1.0796
C -6.43758 0.53907 3.54597 1.4385 -1.5796 1.0700
C -7.09334 -0.77353 2.98269 0.1256 1.7937 0.3798
N -7.08445 1.27348 4.61120 -1.4740 1.0163 -0.4889
H -5.91584 3.36686 0.96418 -0.3323 -0.1439 -0.5357
H -4.17076 2.88892 1.12908 -0.1996 -0.0214 -0.5566
H -4.80608 4.32749 1.88183 0.0782 0.3338 0.5468
H -7.12165 1.82492 2.01720 -0.2045 -0.0678 -0.1408
H -5.71610 0.82667 1.53608 -0.2081 0.4300 0.7242
H -5.45370 0.28248 3.99222 0.0208 -0.3993 -0.8128
H -6.65365 -0.95504 2.02300 0.4667 -0.1298 -0.5669
H -8.13282 -0.57434 2.76188 -0.5045 -0.2956 0.4060
H -6.88781 -1.64906 3.56210 -0.3382 -0.3785 0.6665
H -6.95519 0.88692 5.52569 0.1664 -0.0938 0.1865
H -6.86834 2.28395 4.60475 0.0336 -1.1013 -0.0301
C 2.73045 2.58333 3.13474 -1.3915 -0.0244 0.5782
O 3.87810 2.88902 3.85678 1.5859 0.5987 -0.4742
C 4.23445 4.27797 3.78489 -0.2731 -0.7328 0.9726
C 4.45138 4.87545 2.41567 -2.7981 1.5201 -0.0786
C 5.38950 4.14267 1.55350 -0.3024 -0.1498 -1.8107
N 4.83318 6.28955 2.51277 0.8916 -1.2679 -1.3108
H 2.39303 1.63906 3.59876 -0.3052 0.3731 -0.4517
H 2.85072 2.40501 2.04340 0.1990 0.4009 0.5463
H 1.96805 3.40632 3.32951 0.4540 -1.0238 -0.4945
H 3.40493 4.77007 4.29464 -0.1009 0.6336 -0.0885
H 5.11174 4.44019 4.41339 0.1688 -0.3247 -0.0338
H 3.41496 4.90635 1.94237 1.1579 -0.2737 0.2202
H 5.16526 3.09206 1.59023 0.1930 -0.5904 0.1218
H 6.39997 4.34152 1.82151 1.0025 -0.0919 0.4229
H 5.28390 4.44282 0.48947 -0.0193 0.0013 0.6288
H 5.80738 6.34361 2.75349 0.1797 0.4046 0.3326
H 4.25808 6.86215 3.06712 -0.6606 0.5678 0.9032
C 4.51780 3.56550 -2.19440 0.3767 0.0953 0.1678
O 3.22333 3.81411 -1.69310 -0.1215 0.1114 0.3363
C 2.45472 4.77348 -2.40149 1.1974 0.7038 -0.7279
C 1.13768 4.96305 -1.68888 -0.6084 -1.6634 -0.2997
C 0.32363 5.99448 -2.42207 -0.1937 1.1948 -0.5847
N 1.29520 5.25750 -0.27194 -0.8797 -0.0598 -0.5261
H 5.10424 2.90097 -1.52349 -0.8582 0.1548 -0.1565
H 5.11129 4.50133 -2.19312 -0.2637 -0.2611 -0.5834
H 4.42938 3.06404 -3.17084 0.3777 0.4119 0.0251
H 2.92446 5.77939 -2.48322 0.4468 -0.2744 0.6320
H 2.38854 4.53517 -3.48200 -0.4607 -0.5463 0.4052
H 0.64959 3.96594 -1.79626 -0.1331 0.7135 0.2460
H 0.32763 5.79780 -3.49509 -0.0617 -0.2045 -0.0626
H 0.72605 7.02070 -2.34816 0.2436 -0.3816 0.2507
H -0.71660 6.11628 -2.12349 -0.0007 -0.4619 0.3060
H 1.97155 5.99070 -0.23402 0.6129 0.4688 0.6185
H 1.61449 4.44773 0.24096 0.2927 0.0350 -0.0936
C -0.12426 -1.68840 4.85522 1.9758 0.9913 -0.0176
O 1.06066 -2.06126 4.11365 -1.1737 0.0688 0.9696
C 0.79040 -2.40881 2.77125 0.7292 1.3296 0.1603
C 2.13749 -2.79798 2.17285 -0.6467 -2.0164 1.1334
C 1.87469 -3.41567 0.84727 -0.0127 -0.0104 -0.7729
N 2.76989 -3.85536 2.97981 1.0980 1.4911 1.6124
H -0.69507 -0.90825 4.33669 0.2112 0.1177 0.0891
H 0.21205 -1.36537 5.86500 -0.1951 0.0384 -0.8064
H -0.74895 -2.51627 4.99045 -0.9484 -1.4631 0.1795
H 0.14238 -3.27622 2.62361 -0.4325 -0.0361 0.4181
H 0.35105 -1.49162 2.31839 0.0655 -0.6401 -0.3175
H 2.80247 -1.96949 2.07595 0.4370 0.6969 0.1050
H 2.74303 -3.36811 0.22027 0.5166 -0.2425 -0.3648
H 1.15238 -2.76037 0.39655 -0.7399 -0.1261 -0.7837
H 1.54522 -4.47262 0.90514 -0.1272 0.6943 -0.0162
H 2.74255 -3.67804 4.00709 -0.0614 -0.0074 -1.3006
H 2.39048 -4.75192 2.81017 -0.5953 -0.8540 -0.2525
C 3.95504 -0.96792 -1.56932 1.4119 -0.2022 1.7070
O 3.13783 -0.93328 -2.66389 -0.4014 -0.6052 -0.3269
C 2.57268 -2.20820 -2.87592 -1.3478 0.9590 -0.6878
C 2.01305 -2.21844 -4.25818 -0.0642 -1.3548 -2.0597
C 1.14136 -1.02174 -4.54534 -0.0735 0.3612 0.8470
N 1.27882 -3.51426 -4.53717 -1.1784 0.6132 1.1853
H 4.87425 -1.53666 -1.69634 0.3134 -0.1900 -0.6387
H 3.55886 -1.46508 -0.67009 -0.6490 0.4212 -0.1568
H 4.26788 0.03253 -1.32014 -0.0568 0.4677 0.1693
H 3.27771 -3.01184 -2.77457 0.4781 -0.4275 0.4290
H 1.67413 -2.33571 -2.25289 0.3786 -0.2152 0.6935
H 2.82829 -2.16790 -4.99397 0.1289 -0.1601 0.3186
H 1.02964 -0.74669 -5.58492 0.2075 -0.1009 -0.2948
H 1.57379 -0.18433 -3.98061 -0.3228 0.0460 -0.4669
H 0.14066 -1.20852 -4.16546 -0.3301 0.0679 0.2255
H 1.35650 -4.18405 -3.74795 0.5996 0.4635 -0.6023
H 0.26616 -3.28626 -4.42693 0.8322 -0.1962 -0.5023
C -3.30942 -3.36927 4.10716 0.7370 -0.0983 1.0618
O -4.19192 -3.27231 3.06310 -1.2238 0.7535 -0.9759
C -5.22286 -4.25975 3.06473 0.4778 0.1220 -0.3217
C -6.00654 -4.05634 1.77526 -0.5109 0.5814 -0.2404
C -7.29590 -4.86489 1.63064 1.6788 0.0921 0.8082
N -5.14328 -4.29970 0.63489 0.6366 1.5234 -0.0800
H -2.39532 -2.77649 3.90687 -0.7121 -0.3181 -0.0966
H -3.03704 -4.41885 4.25298 0.3306 -0.0922 0.1471
H -3.76581 -3.01657 5.04578 0.1555 0.0146 -0.0105
H -4.67591 -5.17554 2.95642 0.0542 -1.2098 0.2095
H -5.79895 -4.30365 3.99580 -0.0873 0.3881 -0.0197
H -6.24209 -2.98736 1.77551 -0.0941 -0.1358 -0.2599
H -7.96249 -4.46859 2.35383 -1.0699 0.0733 0.6235
H -7.01608 -5.87569 1.91399 -0.4721 -0.4649 -0.2122
H -7.70288 -4.80554 0.63592 -0.0265 -0.0165 -0.2805
H -4.36433 -3.63396 0.77998 -0.3117 -0.7201 -0.4447
H -4.75153 -5.21893 0.70942 0.2686 -0.6236 -0.0453
C -4.02431 -0.35391 -2.72099 3.1514 0.5296 0.0340
O -3.02118 -1.37402 -2.48759 -0.8259 0.9698 -0.2423
C -3.48043 -2.63402 -2.12116 -0.1401 -0.7651 0.2137
C -2.45722 -3.29984 -1.24756 -0.4753 -0.5951 0.2145
C -2.09123 -2.41880 -0.08811 2.4004 -0.8722 1.7533
N -1.30658 -3.77856 -1.98514 0.0357 0.6316 -0.9377
H -3.35253 0.53450 -2.80255 -1.0194 -0.2595 -0.2773
H -4.69135 -0.18164 -1.91316 -0.6293 -0.2846 1.0297
H -4.55993 -0.50916 -3.62326 -0.5048 -0.2544 -0.9505
H -4.38774 -2.62717 -1.52627 -0.4815 0.4970 0.0870
H -3.65913 -3.30113 -2.95670 -0.1071 0.0747 -0.6202
H -2.96318 -4.18915 -0.88715 -0.0860 -0.2924 0.1583
H -2.72257 -2.23251 0.78293 -0.8015 -0.1235 -0.4857
H -1.70826 -1.47176 -0.43039 0.0949 0.2154 -0.0931
H -1.22227 -2.96992 0.39361 -0.6655 0.8048 -0.3648
H -0.89647 -4.62813 -1.65546 0.1901 -0.1530 0.3769
H -0.60522 -3.06697 -2.16208 -0.0708 -0.1561 0.1717
C -1.50031 -0.39787 -7.19291 -1.2797 0.1376 -0.4271
O -0.97282 0.84023 -6.70900 -0.4315 -0.5303 -1.4277
C -1.63391 1.17976 -5.53943 0.3680 -0.2988 1.8521
C -1.33132 2.57548 -5.04765 -0.6612 0.3405 -1.2673
C 0.13002 2.83409 -5.20844 1.5387 0.1629 0.9550
N -1.84432 2.62203 -3.68643 -0.4509 -0.2034 -0.6239
H -0.99946 -0.74555 -8.13107 -0.1435 0.5674 0.9502
H -2.62845 -0.27396 -7.42962 1.6391 -0.2254 0.3433
H -1.40533 -1.15238 -6.39156 -0.0266 0.0188 -0.4031
H -2.72037 1.12648 -5.55282 -0.2590 -0.5833 -0.4365
H -1.23044 0.50312 -4.73523 -0.6504 0.2212 -0.3256
H -1.90487 3.29802 -5.69765 0.3916 -0.4978 0.7558
H 0.70555 2.03955 -4.67523 -0.2855 0.4035 -0.4345
H 0.37101 3.75716 -4.69265 0.1484 0.3441 0.1566
H 0.52532 2.94308 -6.22147 -0.4029 -0.3037 -0.0126
H -1.36037 1.98057 -3.07589 0.3845 0.0952 0.2375
H -1.90608 3.54667 -3.31112 0.2093 0.3431 0.2526
C 4.61429 -0.01905 1.69462 2.4887 0.1974 0.8466
O 5.15743 -1.24560 1.15759 -0.8752 0.8599 0.3536
C 6.28389 -1.80106 1.83135 -0.8313 0.0029 0.8489
C 6.67763 -3.05556 1.03666 0.6807 0.6842 0.0632
C 7.40405 -2.48571 -0.22917 -1.0750 -1.5327 0.6758
N 5.50032 -3.87248 0.71496 1.5701 -0.2055 -0.2271
H 3.84687 0.35914 1.05617 -0.4564 -0.0240 -0.6484
H 5.45558 0.75481 1.76020 -1.0399 -0.8114 -0.1453
H 4.20503 -0.09080 2.71903 0.1847 -0.4314 -0.3069
H 7.08131 -1.06926 1.82156 0.4614 0.2602 0.0649
H 6.02924 -2.00401 2.89525 -0.0051 -0.0702 -0.4781
H 7.40058 -3.66598 1.65372 -0.7182 0.5794 -0.7075
H 6.87417 -1.63262 -0.62857 -0.4179 -0.0639 -0.3327
H 7.49672 -3.31386 -0.92930 0.0983 0.2945 -0.3527
H 8.35652 -2.11516 0.04978 1.1406 0.1636 0.2910
H 4.78152 -3.22933 0.46345 -0.6937 0.2591 -0.0586
H 5.22381 -4.36014 1.54916 -0.4414 -0.0746 0.2484
C -2.19394 1.48990 2.49643 1.1376 0.2639 0.2564
O -1.00824 1.03326 1.80701 -0.3241 -0.0570 0.7278
C -1.16928 1.10098 0.40789 -0.8026 -0.0312 -0.3014
C 0.02789 0.48334 -0.28991 0.0690 1.1298 -1.0312
C 1.23749 1.42368 -0.30563 0.1655 -0.7059 1.2390
N -0.21951 0.21850 -1.70370 -2.1624 0.4885 0.1591
H -2.41309 2.54957 2.21595 0.0041 -0.8340 0.2060
H -2.04507 1.43586 3.60944 0.1393 0.0235 -1.1547
H -2.98190 0.80080 2.22724 -0.6864 0.1115 -0.0533
H -2.11402 0.60677 0.06763 0.4610 -0.0226 0.3425
H -1.29515 2.14105 0.14929 0.0664 0.6901 -0.4508
H 0.23411 -0.40001 0.28293 0.4164 -0.7826 0.3547
H 1.36245 1.68106 0.76162 0.5078 0.3093 -0.5191
H 1.09478 2.29445 -0.93967 -0.3039 -0.0221 0.2163
H 2.13649 0.92055 -0.70743 -0.3471 0.0914 0.3706
H 0.53711 -0.30737 -2.04643 0.8912 -0.7040 -0.8055
H -1.12452 -0.21182 -1.96342 0.7958 -0.0281 0.4643